The following is a quantum chemistry calculation of an isolated molecule of C5H8N2 at a distorted geometry, from OMol25.

The calculation puts the max |F| at 1.1 eV/A. The calculation puts the total energy at -8293.7138 eV. As for the energy above the lowest of the compared OMol25 structures with the same formula, charge and spin: 123.7 kJ/mol. The HOMO-LUMO gap is 11.18 eV. The lowest unoccupied orbital energy is 1.0 eV. For the HOMO energy, the calculation gives -10.2 eV. Its SMILES is N#C[C@H](N)C1CC1.

Structure (ORCA input):
```
! wB97M-V def2-TZVPD RIJCOSX def2/J DEFGRID3
* xyz 0 1
H -0.18 1.41 1.25
C 0.42 -1.48 0.91
H -0.63 -1.51 -1.04
N -2.70 0.31 -0.39
N 0.25 2.07 -0.63
H 1.74 0.12 0.17
H 1.12 -1.96 -1.19
H 1.25 -2.00 1.40
C 0.36 -1.46 -0.60
C 0.71 -0.21 0.16
H -0.50 -1.52 1.49
H -0.25 2.95 -0.48
C -1.63 0.61 -0.05
C -0.22 1.00 0.24
H 0.18 1.80 -1.61
*
```